# C38H105N5O21

12 unconnected molecules or ions with the total composition C38H105N5O21 at a distorted geometry (the ωB97M-V functional and the def2-TZVPD basis, the OMol25 dataset).

* energy: -91542.3162 eV
* HOMO-LUMO gap: 8.9 eV
* HOMO: -8.860 eV
* max |F|: 2.8 eV/Å

Positions of all 169 atoms, in Å:
C 1.53538 -1.22317 1.91924
O 0.28502 -0.56570 1.96470
C -0.02492 -0.01022 0.63333
C -1.22467 0.91464 0.77265
C -2.42001 0.30187 1.38943
N -1.51266 1.53152 -0.54783
H 1.61979 -2.07501 1.24445
H 1.83496 -1.65499 2.87416
H 2.29028 -0.50258 1.60461
H 0.81334 0.62612 0.34965
H -0.00684 -0.77809 -0.14006
H -0.98071 1.72298 1.46199
H -2.22284 0.04018 2.42903
H -2.69472 -0.61882 0.87469
H -3.36960 0.83255 1.32048
H -0.63376 1.88602 -0.89706
H -1.86351 0.90713 -1.25998
C 5.64215 -2.99189 -3.59882
O 6.39686 -3.35720 -2.50412
C 7.74616 -3.01953 -2.66783
C 8.67042 -3.97733 -1.78263
C 8.36092 -3.89510 -0.31520
N 10.05720 -3.65047 -2.08164
H 5.66565 -1.90215 -3.59575
H 4.68269 -3.39365 -3.27308
H 5.82782 -3.47839 -4.55640
H 7.99214 -3.05882 -3.72899
H 7.92728 -1.96043 -2.48450
H 8.64953 -5.01253 -2.12325
H 7.43774 -4.39016 -0.01396
H 8.42343 -2.85445 0.00299
H 9.16324 -4.41603 0.20731
H 10.66026 -3.64237 -1.27148
H 10.38151 -4.31385 -2.77072
C 15.24032 -4.86530 -10.31824
O 14.82495 -3.47867 -10.49016
C 15.11394 -2.67133 -9.29733
C 13.93048 -2.52313 -8.31330
C 12.85500 -1.57072 -8.81485
N 14.42350 -2.02924 -7.07616
H 14.96373 -5.44413 -11.19946
H 14.81614 -5.29252 -9.40959
H 16.31114 -4.91230 -10.12016
H 15.87902 -3.14037 -8.67865
H 15.63163 -1.75212 -9.57145
H 13.55586 -3.53650 -8.16896
H 13.26432 -0.56340 -8.89156
H 12.08030 -1.42734 -8.06160
H 12.34604 -1.86031 -9.73420
H 15.23850 -2.60081 -6.90532
H 13.79090 -2.26282 -6.32426
C 7.95601 0.47114 6.01898
O 8.81725 1.65490 6.06271
C 9.11587 2.43502 4.88079
C 7.82542 3.13715 4.32062
N 7.37073 4.12077 5.25108
C 6.02410 4.59865 4.87106
C 4.99013 3.52920 5.11032
O 5.11768 3.11590 6.47649
C 4.09083 2.24418 6.86960
H 6.94742 0.74201 5.70678
H 7.76030 0.24011 7.06609
H 8.38269 -0.36878 5.47074
H 9.40020 1.74790 4.08383
H 9.92552 3.14718 5.04017
H 7.15989 2.31837 4.04718
H 8.09970 3.49222 3.32723
H 7.27305 3.50250 6.04373
H 6.04433 5.05848 3.88300
H 5.66408 5.37866 5.54193
H 5.09287 2.71883 4.38863
H 4.02319 4.01214 4.96922
H 3.12217 2.72603 7.00225
H 4.44775 1.81937 7.80781
H 4.04928 1.42950 6.14663
C -0.83743 -7.81853 0.62165
O -0.15671 -8.66816 -0.27115
C -0.85802 -9.17313 -1.37485
C 0.05247 -10.26389 -2.01968
N 0.87840 -9.99358 -3.21375
C 1.87239 -8.93243 -3.03349
C 2.83042 -9.09787 -1.83648
O 3.57944 -10.28936 -1.96097
C 4.77579 -10.13917 -2.80468
H -1.64269 -8.30918 1.16839
H -1.21436 -6.91462 0.14317
H -0.02815 -7.59077 1.31540
H -1.16079 -8.45889 -2.14054
H -1.81137 -9.59616 -1.05822
H -0.55253 -11.10843 -2.34961
H 0.65603 -10.73110 -1.24152
H 0.27998 -9.57298 -3.91024
H 1.45912 -7.92629 -3.10400
H 2.50249 -8.74222 -3.90234
H 2.35856 -9.10670 -0.85395
H 3.42811 -8.18875 -1.77036
H 4.69345 -9.71500 -3.80538
H 5.36292 -11.05099 -2.91409
H 5.38487 -9.32761 -2.40657
O 7.35334 -9.28821 10.30700
C 7.53901 -8.32163 9.23364
C 8.84845 -8.29828 8.49643
O 9.89178 -7.64530 9.14045
H 6.41086 -9.37308 10.46862
H 6.72936 -8.58312 8.55232
H 7.33277 -7.33347 9.64488
H 8.75402 -7.87421 7.49676
H 9.29555 -9.27922 8.33529
H 10.17201 -8.22610 9.85162
O -3.20702 -0.08437 -6.51198
C -2.00074 -0.72918 -6.88048
C -2.17980 -1.69683 -8.05937
O -1.07360 -2.45862 -8.47479
H -3.33449 0.68019 -7.07837
H -1.42331 0.10084 -7.28759
H -1.50645 -1.20446 -6.03319
H -2.63156 -1.15867 -8.89267
H -2.88606 -2.42694 -7.66412
H -0.43123 -1.88197 -8.89483
O 15.90956 -9.79164 3.10884
C 14.80589 -8.96915 3.56442
C 15.28668 -7.70504 4.27036
O 15.88982 -6.73623 3.40307
H 15.60641 -10.61318 2.71543
H 14.02614 -8.79528 2.82290
H 14.21740 -9.53446 4.28705
H 16.01528 -7.93058 5.04906
H 14.44157 -7.22897 4.76760
H 16.78765 -7.04664 3.26470
O 3.61257 0.70745 -11.02937
C 4.90943 1.01161 -10.64405
C 5.39760 2.14926 -11.53313
O 4.86867 3.39115 -11.04517
H 3.01487 1.45851 -11.04575
H 5.10082 1.20034 -9.58770
H 5.63684 0.26268 -10.95722
H 5.26401 2.05139 -12.61047
H 6.48393 2.18145 -11.44985
H 3.92736 3.21971 -10.96675
O 2.69409 4.85098 -4.32353
C 4.06958 5.11498 -4.39518
C 4.24386 6.63354 -4.32318
O 3.58940 7.27898 -5.37528
H 2.18823 5.37012 -4.95298
H 4.65262 4.52438 -3.68853
H 4.35787 4.73236 -5.37427
H 5.30860 6.86414 -4.28777
H 3.90180 7.05748 -3.37906
H 2.86999 6.78242 -5.77210
O 17.09956 -6.22146 -3.94432
C 16.60851 -7.24296 -3.08735
C 15.79340 -8.23211 -3.96776
O 14.56909 -7.69258 -4.43505
H 17.38886 -5.49755 -3.38410
H 17.38405 -7.73323 -2.49891
H 16.02642 -6.70030 -2.34251
H 15.51228 -9.06656 -3.32529
H 16.43325 -8.60083 -4.76947
H 14.22855 -8.39803 -4.98999
O 18.36859 -0.70589 -0.59250
C 18.52842 -0.56108 0.81775
C 17.38769 -0.10736 1.68963
O 17.20736 1.32395 1.67157
H 18.52077 0.15566 -0.98770
H 18.81305 -1.57075 1.11382
H 19.46395 -0.06846 1.08272
H 17.45910 -0.44213 2.72449
H 16.50445 -0.62581 1.31657
H 17.14060 1.55905 0.74320

These are the Löwdin partial charges, in e, on atoms 1 to 4: -0.137 -0.187 -0.175 -0.448